Below is 10 unconnected molecules or ions with the total composition C34H86N2O20 in a non-equilibrium geometry, with properties calculated with ωB97M-V/def2-TZVPD.

Last column: Löwdin charge in e.
Cartesian coordinates (Å):
O1 -5.2270 -8.5831 1.5056  0.04
O2 5.5582 3.6057 -1.7659  -0.20
O3 -8.2787 2.2030 -0.3230  -0.18
O4 0.8489 6.1894 5.6884  -0.19
O5 8.7880 -7.1552 -8.3145  -0.18
O6 1.1333 -9.1646 -0.7954  -0.21
O7 -6.6414 4.4106 1.3398  -0.21
O8 7.0873 -5.7032 -6.4379  -0.17
O9 -5.0935 -8.8703 -0.6565  0.04
O10 3.4135 -2.6211 2.7326  0.06
O11 4.3442 -3.3166 0.8943  0.03
O12 -6.7172 -1.7132 3.0418  -0.19
O13 -6.7847 -3.4965 0.7605  -0.18
O14 -0.5440 9.6536 5.6884  -0.17
O15 8.4311 4.0242 -1.0966  -0.17
O16 1.6279 13.0544 1.2751  -0.18
O17 -1.0551 -2.6743 -1.6771  -0.18
O18 -0.2988 -11.2596 0.7639  -0.18
O19 1.3340 10.2292 0.3944  -0.18
O20 -1.4111 0.3001 -1.2788  -0.19
N1 3.7861 -3.5187 1.9917  -0.43
N2 -4.6834 -8.3728 0.4142  -0.42
C1 0.2772 -2.6151 -2.1621  -0.09
C2 -1.2598 -2.0655 -0.4360  -0.22
C3 1.6337 9.2555 -0.6103  -0.11
C4 -7.0991 -3.9890 -0.5424  -0.09
C5 3.3710 -4.9262 2.2853  0.04
C6 -8.0413 4.1060 1.3360  -0.18
C7 -3.6677 -7.3021 0.3684  0.04
C8 -7.5380 -2.8670 2.9109  -0.21
C9 0.9327 -9.3331 -2.2253  -0.10
C10 -0.9481 -0.5722 -0.2466  -0.23
C11 4.5270 3.0679 -2.5898  -0.08
C12 7.5772 -7.6772 -7.6999  -0.19
C13 6.0866 -4.7611 -5.9395  -0.09
C14 -0.8699 -12.3593 1.3956  -0.14
C15 -8.5232 2.5948 1.0483  -0.16
C16 0.8819 -11.5585 0.0189  -0.20
C17 1.4096 14.3145 1.9321  -0.11
C18 -0.2228 8.3330 6.0911  -0.23
C19 0.3381 7.4090 5.0569  -0.19
C20 -6.9217 1.9041 -0.5952  -0.12
C21 -6.1419 -1.5384 4.3406  -0.10
C22 1.4332 5.3031 4.7197  -0.11
C23 6.5375 -6.6738 -7.3350  -0.23
C24 8.7416 -7.0541 -9.7216  -0.12
C25 1.8177 -10.3020 -0.1091  -0.13
C26 0.5367 11.3473 -0.1334  -0.17
C27 6.3830 2.6572 -1.1761  -0.24
C28 0.4057 12.4130 0.9467  -0.22
C29 7.5648 3.1734 -0.3518  -0.19
C30 -7.9164 -3.1724 1.4912  -0.24
C31 7.9293 5.3422 -1.2191  -0.11
C32 -1.2650 1.7725 -1.0662  -0.05
C33 -5.9564 3.7927 2.4585  -0.08
C34 -1.4151 10.2521 6.6179  -0.13
H1 -8.1265 1.8620 1.7510  0.10
H2 -6.0313 2.7062 2.4154  0.08
H3 0.5555 -11.9223 -0.9553  0.11
H4 -7.4487 -5.0214 -0.5453  0.09
H5 7.1757 3.5930 0.5759  0.12
H6 -1.0168 10.3978 7.6219  0.09
H7 2.6936 -10.5693 -0.7003  0.11
H8 -9.6022 2.5608 1.1995  0.11
H9 0.0077 12.0893 1.9084  0.13
H10 -8.4384 -2.3060 1.0851  0.13
H11 -1.4552 1.9657 -0.0105  0.07
H12 -8.6082 4.5099 2.1748  0.11
H13 7.8724 -8.2386 -6.8135  0.13
H14 0.7123 8.8061 -0.9807  0.08
H15 0.6295 -10.3380 -2.5189  0.07
H16 -5.6026 -0.6059 4.5071  0.08
H17 -3.4143 -7.0268 -0.6553  0.10
H18 0.9200 -2.9624 -1.3532  0.08
H19 -1.9300 2.3820 -1.6781  0.08
H20 0.8112 5.0939 3.8493  0.08
H21 5.8095 -4.0583 -6.7252  0.08
H22 0.5675 -1.5986 -2.4278  0.08
H23 -2.3202 -2.0638 -0.1837  0.12
H24 5.1628 -5.2051 -5.5685  0.08
H25 3.8901 2.4183 -1.9895  0.08
H26 6.4655 -4.0637 -5.1924  0.08
H27 -8.6368 -3.9903 1.4763  0.13
H28 -0.2624 -12.7686 2.2027  0.08
H29 -7.8173 -3.3130 -1.0064  0.08
H30 2.2963 14.7470 2.3956  0.09
H31 -1.0748 -13.1552 0.6795  0.09
H32 0.9166 11.7961 -1.0512  0.12
H33 2.4776 -5.1413 1.6990  0.10
H34 -0.2555 13.1553 0.4995  0.12
H35 2.1203 -9.9886 0.8900  0.12
H36 -2.8131 -7.7058 0.9113  0.10
H37 8.4457 -8.0055 -10.1634  0.08
H38 4.0254 3.8978 -3.0876  0.09
H39 2.2210 9.6427 -1.4429  0.08
H40 1.8157 -9.0479 -2.7973  0.08
H41 0.8162 14.1531 2.8320  0.08
H42 -6.8747 1.6426 -1.6523  0.08
H43 7.9546 -6.3763 -10.0522  0.08
H44 7.6192 5.7254 -0.2469  0.09
H45 -6.9689 -3.6835 3.3553  0.12
H46 -4.9257 4.1224 2.3277  0.09
H47 -5.5203 -2.4017 4.5780  0.08
H48 2.2232 8.4958 -0.0970  0.08
H49 0.0417 -0.4463 0.1923  0.12
H50 -8.4736 4.6280 0.4824  0.12
H51 -4.1285 -6.4830 0.9206  0.10
H52 6.1852 -6.2801 -8.2884  0.12
H53 0.3112 -3.1707 -3.0992  0.09
H54 1.4229 -12.4213 0.4077  0.12
H55 -0.2366 2.1230 -1.1540  0.07
H56 4.2009 -5.5441 1.9427  0.09
H57 9.6761 -6.6554 -10.1167  0.09
H58 1.7462 4.3596 5.1669  0.09
H59 0.8449 15.0243 1.3278  0.08
H60 -0.4794 11.0640 -0.4079  0.12
H61 -6.4411 1.0778 -0.0715  0.09
H62 6.8384 1.9800 -1.8987  0.12
H63 2.3038 5.8398 4.3426  0.08
H64 7.1590 5.3791 -1.9893  0.08
H65 -0.4078 7.1387 4.3095  0.13
H66 -0.7085 -2.6083 0.3318  0.12
H67 8.7380 5.9762 -1.5827  0.08
H68 3.3288 -5.0675 3.3653  0.10
H69 1.1511 7.9809 4.6097  0.13
H70 8.1263 2.2824 -0.0708  0.12
H71 -1.6061 -0.3115 0.5823  0.11
H72 -6.4207 4.2448 3.3350  0.09
H73 5.6677 -7.1391 -6.8713  0.12
H74 5.7270 2.0504 -0.5519  0.12
H75 -1.1143 7.8628 6.5061  0.13
H76 0.1585 -8.6196 -2.5075  0.08
H77 -1.6475 11.2305 6.1975  0.09
H78 -2.3898 9.7657 6.6574  0.08
H79 -8.4018 -2.7844 3.5704  0.12
H80 -1.7391 -12.0830 1.9925  0.09
H81 4.9743 2.4851 -3.3950  0.08
H82 -6.2567 2.7675 -0.6189  0.08
H83 -6.2023 -3.8055 -1.1342  0.09
H84 7.1119 -8.3964 -8.3740  0.12
H85 -6.9549 -1.5541 5.0666  0.08
H86 0.6175 8.4119 6.7809  0.13

Output
relative energy (zero: lowest compared OMol25 entry of this formula, charge and spin): 114.3 kJ/mol
orbital gap: 9.088 eV
calculated total energy: -80563.161 eV
highest occupied orbital energy: -9.27 eV
lowest unoccupied orbital energy: -0.18 eV